[1]
ORCA calculation (the ωB97M-V functional and the def2-TZVPD basis) on C3H7NO2 in the gas phase.

```
13
Properties=species:S:1:pos:R:3:forces:R:3:nbo_charge:R:1
C 0.36326 1.22752 -1.06649 0.01 0.04 -0.10 -0.630
C 0.13843 0.53897 0.26485 0.25 0.08 -0.09 -0.005
O -1.17983 0.72832 0.77098 -0.14 -0.10 -0.15 -0.716
C 0.48776 -0.96161 0.13654 0.07 0.01 -0.03 0.642
N -0.34501 -1.71441 0.90029 0.15 -0.08 0.07 -0.831
O 1.36405 -1.38702 -0.59323 -0.35 0.19 0.31 -0.608
H 1.43130 1.26272 -1.28970 -0.14 0.00 -0.04 0.236
H -0.04377 2.24099 -1.03462 0.10 -0.10 0.01 0.219
H -0.12444 0.66216 -1.86766 0.04 0.13 0.04 0.210
H 0.77537 0.98684 1.03744 0.05 -0.16 -0.16 0.200
H -1.79618 0.31149 0.15165 0.06 0.18 0.09 0.469
H -0.85098 -1.18650 1.59250 -0.24 -0.34 0.06 0.410
H -0.21995 -2.70949 0.99745 0.15 0.15 -0.03 0.404
```
Positions in Å, forces in eV/Å.

The HOMO energy is -9.7 eV. The value obtained for the energy above the lowest of the compared OMol25 structures with the same formula, charge and spin is 49.2 kJ/mol. Its HOMO-LUMO gap is 0.38440 Eh.


[2]
ORCA calculation (the ωB97M-V functional and the def2-TZVPD basis) on a gas-phase ion, C9H16N4O (charge +2).

```
30
Properties=species:S:1:pos:R:3:forces:R:3:nbo_charge:R:1
C 0.21585 -0.76038 2.88463 -0.53 -1.43 -1.07 -0.588
C 0.53541 0.39005 1.90034 -1.34 1.32 0.75 0.034
C 1.76261 1.15478 2.37873 2.52 0.76 -0.99 -0.625
N -0.58304 1.37346 1.77217 1.18 -1.99 -2.63 -0.590
C -1.28161 1.41068 0.60808 2.07 -1.93 0.76 0.807
O -2.22459 1.97506 0.25522 -2.31 1.68 -0.87 -0.480
N -0.59586 0.39774 -0.22355 6.68 -2.09 3.89 -0.350
C 0.57901 -0.14230 0.53048 -7.29 3.07 -3.75 0.637
N 1.08808 -1.05336 -0.28214 3.37 -4.50 0.34 -0.556
C 0.47859 -1.20444 -1.49269 -0.51 2.48 -0.35 0.621
N 0.93344 -1.90572 -2.47621 -0.51 0.32 1.72 -0.620
C -0.59854 -0.11665 -1.58107 -1.07 -0.54 1.39 0.040
C -0.21800 0.98330 -2.53865 -3.35 2.92 -0.53 -0.643
C -2.00953 -0.66115 -1.74115 -2.49 -0.63 -0.23 -0.659
H 0.50859 -0.38748 3.84446 -0.20 -0.20 0.70 0.262
H 0.92821 -1.52150 2.55930 0.16 -0.35 0.71 0.210
H -0.80532 -1.29295 2.87746 1.36 1.42 -0.19 0.270
H 1.76553 1.22051 3.47205 0.21 -0.45 -0.24 0.265
H 1.78841 2.24220 2.06807 -0.29 -1.34 -0.16 0.272
H 2.73664 0.68323 1.95230 -1.53 0.70 1.18 0.242
H -0.93357 1.83474 2.53053 -0.95 1.47 2.48 0.442
H 1.79291 -1.83989 -0.01081 -1.23 2.20 -0.12 0.482
H 0.49532 -1.98643 -3.34721 -1.25 0.32 -1.54 0.459
H 1.61631 -2.59671 -2.36402 1.60 -1.12 0.42 0.442
H -0.94947 1.00212 -3.41084 1.13 -0.23 0.90 0.280
H 0.76425 1.00907 -2.87430 1.85 -0.24 -0.60 0.244
H -0.41648 2.01971 -2.02996 0.34 -1.96 -0.85 0.282
H -2.11424 -1.13143 -2.75312 -0.26 0.27 1.02 0.251
H -2.74937 0.16371 -1.61673 0.85 0.10 -0.91 0.294
H -2.50954 -1.25995 -0.89136 1.78 -0.03 -1.22 0.275
```
Positions in Å, forces in eV/Å.

The HOMO energy is -17.7 eV. The net charge is +2. The value obtained for the energy above the lowest of the compared OMol25 structures with the same formula, charge and spin is 99.1 kJ/mol. Its HOMO-LUMO gap is 0.30180 Eh.


[3]
ORCA calculation (the ωB97M-V functional and the def2-TZVPD basis) on a molecular structure, C33H40N4P2PbSe.

```
81
Properties=species:S:1:pos:R:3:forces:R:3:mulliken_charge:R:1
Pb 0.00000 0.00000 0.00000 -0.13 3.37 0.02 1.285
C -0.64566 -0.97671 1.89474 -1.87 -1.19 0.76 -0.931
C 0.74460 -0.93125 1.91294 1.61 0.12 0.56 -0.536
C 1.65825 -2.10867 1.61520 0.19 -0.18 -0.27 -0.662
C 2.10415 -2.17772 0.13421 0.17 -0.43 0.16 -0.291
C 1.03026 -1.78042 -0.85415 1.70 -1.18 -0.27 -0.366
C -0.32201 -2.09511 -0.77012 -1.14 -1.33 -0.34 -0.630
C -0.94685 -2.97044 0.30357 -0.12 -0.09 0.37 -0.884
C -1.49675 -2.16522 1.50608 0.05 -0.61 0.10 -0.935
C -0.10168 0.91346 -1.86309 -0.17 1.30 -2.69 -1.422
H -1.17657 -0.18858 2.42547 0.12 -0.17 -0.04 0.861
H 1.20355 -0.09235 2.43093 -0.12 -0.23 0.20 0.609
H 1.16659 -3.04030 1.90854 0.04 0.17 0.01 0.201
H 2.55239 -2.02367 2.24136 -0.11 0.02 -0.04 0.499
H 2.94872 -1.49558 -0.01130 -0.13 -0.13 0.05 0.389
H 2.47811 -3.18744 -0.09474 0.01 -0.02 0.10 -0.226
H 1.40101 -1.42973 -1.81562 -0.03 -0.10 0.12 0.547
H -0.92113 -1.93813 -1.66400 0.14 -0.17 0.03 0.525
H -0.21948 -3.71289 0.64334 -0.14 0.03 -0.09 0.293
H -1.77372 -3.53303 -0.14239 0.13 0.03 0.06 0.431
H -2.49069 -1.78344 1.24927 0.16 -0.04 0.04 0.356
H -1.63471 -2.83387 2.36962 -0.05 -0.05 -0.02 0.346
H -0.89582 1.66641 -1.89349 0.15 -0.24 0.03 0.345
H -0.27222 0.18283 -2.66416 0.04 0.10 0.15 0.348
H 0.85130 1.42338 -2.05601 -0.24 -0.16 0.06 0.344
P 6.46111 -6.01424 -0.45394 -0.33 -0.57 -0.56 -0.197
P 6.29437 -4.95235 2.53401 0.37 0.24 0.52 -0.342
N 5.34693 -7.00029 -1.36819 -0.10 -0.04 0.05 0.307
N 7.94612 -6.19293 -1.32888 0.16 -0.01 -0.05 0.455
N 4.94668 -5.74951 3.27642 -0.05 -0.05 0.10 0.525
N 7.18821 -4.33743 3.90227 0.12 -0.05 0.12 0.360
C 6.78262 -7.18448 0.94580 0.20 -0.02 0.00 -0.823
C 7.35232 -6.42382 2.15027 -0.26 -0.22 0.03 -1.063
C 4.01922 -6.60447 -1.52684 0.26 -0.55 -0.11 -0.394
C 3.30438 -7.66965 -2.01981 0.29 0.27 0.10 -0.534
C 4.21551 -8.75975 -2.17149 0.36 0.19 0.09 -0.621
C 5.45579 -8.33007 -1.75904 -0.59 0.31 0.01 -0.156
C 8.42705 -5.15993 -2.13556 0.22 -0.55 0.09 -0.382
C 9.55930 -5.59590 -2.77456 -0.32 0.07 0.20 -0.593
C 9.79298 -6.94222 -2.35728 -0.28 -0.07 0.24 -0.647
C 8.79753 -7.28937 -1.47840 0.09 0.56 -0.31 -0.251
C 3.67496 -5.17386 3.25012 0.18 -0.51 0.26 -0.393
C 2.82329 -5.96301 3.97984 0.28 0.20 -0.21 -0.339
C 3.58472 -7.06383 4.47942 0.34 0.04 -0.14 -0.937
C 4.87724 -6.91461 4.04253 -0.50 0.36 -0.14 -0.309
C 7.43059 -4.92463 5.13891 0.41 0.46 -0.22 -0.128
C 8.43235 -4.21670 5.76186 -0.30 -0.12 -0.21 -0.623
C 8.83548 -3.16591 4.88146 -0.29 -0.11 -0.26 -0.497
C 8.06056 -3.25995 3.75042 -0.11 -0.39 0.44 -0.458
H 7.47780 -7.94929 0.58052 -0.22 0.04 0.38 0.482
H 5.85730 -7.68752 1.24071 -0.08 0.14 -0.29 0.506
H 7.38296 -7.04917 3.05015 0.22 -0.01 -0.26 0.429
H 8.37572 -6.10844 1.92771 -0.12 0.30 0.19 0.473
H 3.72332 -5.59829 -1.26854 0.00 -0.09 -0.04 0.327
H 2.25149 -7.66643 -2.26525 0.14 0.00 0.04 0.410
H 3.98760 -9.74249 -2.56185 0.03 0.13 0.07 0.427
H 6.40603 -8.83909 -1.72142 -0.09 0.02 -0.04 0.270
H 7.90438 -4.21494 -2.16357 0.07 -0.09 -0.02 0.397
H 10.16287 -5.01606 -3.45870 -0.08 -0.07 0.09 0.405
H 10.60946 -7.58156 -2.66408 -0.11 0.08 0.04 0.427
H 8.62899 -8.20970 -0.94086 0.08 0.10 -0.15 0.351
H 3.51451 -4.25513 2.70524 0.00 -0.10 0.05 0.244
H 1.76879 -5.78203 4.13399 0.13 -0.02 -0.01 0.451
H 3.21847 -7.88051 5.08661 0.05 0.11 -0.08 0.433
H 5.74425 -7.53768 4.19867 -0.13 0.06 0.00 0.463
H 6.85890 -5.77932 5.46423 0.03 0.09 0.02 0.338
H 8.82117 -4.41460 6.75173 -0.06 0.02 -0.14 0.416
H 9.59259 -2.41767 5.06965 -0.10 -0.09 -0.03 0.411
H 8.03611 -2.67153 2.84485 0.02 -0.01 0.10 0.357
Se -1.25315 2.09428 1.08059 -0.38 1.26 1.05 -0.245
C -2.46053 2.81251 -0.22222 0.08 -0.02 -0.06 -0.399
C -2.17248 4.06258 -0.78392 -0.48 -0.02 -0.27 -0.197
C -3.06937 4.65554 -1.67466 -0.17 -0.49 0.22 -0.485
C -4.25971 4.00113 -2.00504 0.25 -0.26 0.27 -0.384
C -4.54942 2.75092 -1.44524 0.51 0.33 0.10 -0.543
C -3.65139 2.15550 -0.55133 -0.07 0.53 -0.40 -0.054
H -1.26083 4.58259 -0.51591 0.00 -0.12 0.02 0.378
H -2.84735 5.62674 -2.09906 0.00 -0.02 0.00 0.364
H -4.95864 4.46626 -2.68741 -0.02 -0.02 -0.02 0.363
H -5.47564 2.25075 -1.69607 -0.01 -0.03 0.00 0.367
H -3.88717 1.19851 -0.10497 0.06 -0.01 0.03 0.365
```
Positions in Å, forces in eV/Å.

The HOMO energy is -6.3 eV. The value obtained for the energy above the lowest of the compared OMol25 structures with the same formula, charge and spin is 235.0 kJ/mol. Its HOMO-LUMO gap is 0.24180 Eh.